[1]
# CdN4O12Pb

CdN4O12Pb as an isolated structure in a non-equilibrium geometry (ωB97M-V/def2-TZVPD, OMol25).

As for the HOMO energy (alpha / beta): -4.008 / -4.402 eV. The expectation value of S² is 0.939. Its HOMO-LUMO gap (alpha / beta) is 2.09 / 1.91 eV. The spin multiplicity is 2. Its LUMO energy (alpha / beta) is -1.915 / -2.492 eV. Its total charge is -1.

Geometry as XYZ:
```
18
Properties=species:S:1:pos:R:3:forces:R:3
Cd -1.158 -1.710 -1.628 -0.12 -0.46 0.76
Pb 2.827 0.024 3.761 -3.60 -0.08 -0.86
N 0.658 -0.588 0.785 -5.34 3.58 -7.70
O -0.093 0.253 0.132 0.98 -0.31 2.39
O 1.018 -0.369 1.878 3.61 2.04 8.16
O 0.883 -1.567 0.189 2.09 -5.39 -1.09
N -1.891 1.373 -2.481 3.53 1.36 -5.21
O -1.855 0.244 -2.084 -2.35 -3.46 2.62
O -1.017 2.132 -2.166 1.47 2.80 3.23
O -2.393 1.617 -3.573 -3.38 0.24 -0.99
N -0.546 0.346 4.824 -6.61 -1.50 -3.38
O -0.812 -0.750 4.222 0.87 1.80 1.71
O -1.460 1.194 5.045 1.97 -1.56 0.27
O 0.608 0.644 5.060 5.76 0.97 0.80
N 1.368 -0.677 -3.432 -4.09 -2.14 -6.04
O 2.358 -0.039 -3.374 2.49 1.40 2.78
O 0.602 -1.169 -2.589 1.94 0.38 4.09
O 0.903 -0.960 -4.568 0.78 0.35 -1.54
```
Forces are in eV/Å.


[2]
# Cl2F2Zn

Cl2F2Zn as an isolated structure in a non-equilibrium geometry (ωB97M-V/def2-TZVPD, OMol25).

As for the HOMO energy: -1.467 eV. Its energy above the lowest of the compared OMol25 structures with the same formula, charge and spin is 14.0 kcal/mol. Its HOMO-LUMO gap is 7.67 eV. Its LUMO energy is 6.202 eV. Its total charge is -2.

Geometry as XYZ:
```
5
Properties=species:S:1:pos:R:3:forces:R:3
Zn 0.187 -0.374 0.018 -2.03 1.62 0.88
F -1.317 -1.708 0.081 1.40 0.14 -0.03
F -0.501 0.870 1.609 0.63 -0.88 -0.65
Cl 2.494 0.229 0.055 -0.37 -0.64 -0.08
Cl -0.863 0.982 -1.763 0.36 -0.24 -0.12
```
Forces are in eV/Å.


[3]
# Cl2FH2P2

A 2-piece molecular cluster, Cl2FH2P2 overall in a non-equilibrium geometry (ωB97M-V/def2-TZVPD, OMol25).

As for the HOMO energy (alpha / beta): -15.924 / -15.498 eV. Its energy above the lowest of the compared OMol25 structures with the same formula, charge and spin is 71.3 kcal/mol. Its HOMO-LUMO gap (alpha / beta) is 7.33 / 7.24 eV. Its LUMO energy (alpha / beta) is -8.590 / -8.258 eV. Its total charge is +1.

Geometry as XYZ:
```
7
Properties=species:S:1:pos:R:3:forces:R:3
F -0.909 -0.227 -1.397 0.41 0.12 1.28
P 1.460 -0.770 0.150 -0.43 -0.92 -2.79
P -0.587 -0.128 0.154 -1.06 2.61 -2.57
Cl -1.742 -1.417 0.900 -1.09 -0.78 1.05
Cl -1.728 2.489 0.099 1.02 -2.15 0.29
H 1.950 -0.044 1.150 0.73 1.58 1.40
H 1.557 0.097 -1.056 0.41 -0.46 1.33
```
Forces are in eV/Å.


[4]
# Cl2FH2P2

An isolated ion of composition Cl2FH2P2 and charge +1 in a non-equilibrium geometry (ωB97M-V/def2-TZVPD, OMol25).

As for the HOMO energy: -14.940 eV. Its energy above the lowest of the compared OMol25 structures with the same formula, charge and spin is 87.2 kcal/mol. Its HOMO-LUMO gap is 7.27 eV. Its LUMO energy is -7.674 eV. Its total charge is +1.

Geometry as XYZ:
```
7
Properties=species:S:1:pos:R:3:forces:R:3
F -0.037 -1.717 -1.045 -0.24 0.18 0.71
P -1.252 0.625 -0.194 -2.39 0.44 0.07
P -0.157 -1.092 0.399 0.32 -0.28 -0.62
Cl 2.223 -0.227 0.552 0.79 0.58 -0.02
Cl 3.453 1.302 -0.080 -0.91 -0.78 0.20
H -1.710 1.254 1.104 0.46 -1.20 -1.37
H -2.520 -0.146 -0.735 1.98 1.05 1.02
```
Forces are in eV/Å.


[5]
# Cl2H2O2P2

A 2-piece molecular cluster, Cl2H2O2P2 overall in a non-equilibrium geometry (ωB97M-V/def2-TZVPD, OMol25).

As for the HOMO energy: -10.498 eV. Its energy above the lowest of the compared OMol25 structures with the same formula, charge and spin is 37.0 kcal/mol. Its HOMO-LUMO gap is 9.69 eV. Its LUMO energy is -0.810 eV.

Geometry as XYZ:
```
8
Properties=species:S:1:pos:R:3:forces:R:3
O -0.038 1.047 -2.696 1.57 -0.76 1.08
O -0.877 1.471 0.222 0.11 1.51 0.17
P -0.745 0.069 -0.129 0.95 0.85 3.01
P -1.010 1.614 -3.588 0.79 -0.16 -3.20
Cl -2.482 2.348 -2.624 -2.38 1.30 1.53
Cl -2.317 -0.643 -0.937 -2.71 -1.61 -1.06
H 0.097 -0.236 -1.118 1.54 -0.83 -0.44
H -0.570 -0.645 1.113 0.13 -0.31 -1.10
```
Forces are in eV/Å.


[6]
# Cl2H2OSi

A 2-piece molecular cluster, Cl2H2OSi overall in a non-equilibrium geometry (ωB97M-V/def2-TZVPD, OMol25).

As for the HOMO energy: -8.513 eV. Its energy above the lowest of the compared OMol25 structures with the same formula, charge and spin is 155.1 kcal/mol. Its HOMO-LUMO gap is 7.32 eV. Its LUMO energy is -1.192 eV.

Geometry as XYZ:
```
6
Properties=species:S:1:pos:R:3:forces:R:3
O -2.411 1.092 0.793 2.59 -1.75 -0.68
Si -0.406 -0.449 0.068 -2.52 3.07 1.27
Cl -3.601 0.586 -0.238 -0.42 -0.11 -0.28
Cl -1.152 -2.252 0.073 -0.23 -0.83 -0.09
H 0.291 0.010 1.250 0.44 -0.25 0.13
H -0.175 0.208 -1.198 0.15 -0.13 -0.35
```
Forces are in eV/Å.


[7]
# Cl2H2OSi

One molecule with the formula Cl2H2OSi in a non-equilibrium geometry (ωB97M-V/def2-TZVPD, OMol25).

As for the HOMO energy: -10.956 eV. Its energy above the lowest of the compared OMol25 structures with the same formula, charge and spin is 90.6 kcal/mol. Its HOMO-LUMO gap is 10.02 eV. Its LUMO energy is -0.932 eV.

Geometry as XYZ:
```
6
Properties=species:S:1:pos:R:3:forces:R:3
O -1.006 -1.736 0.078 -1.89 0.42 0.26
Si 0.227 -0.571 -0.064 -1.14 -0.28 2.42
Cl -2.752 -1.325 -0.010 2.59 -0.17 0.08
Cl 1.801 -1.829 0.027 0.41 -0.04 0.04
H 0.268 0.454 1.129 -0.06 -0.99 -1.31
H 0.045 -0.075 -1.351 0.08 1.06 -1.49
```
Forces are in eV/Å.


[8]
# Cl2H3N2OP

A 2-piece molecular cluster, Cl2H3N2OP overall in a non-equilibrium geometry (ωB97M-V/def2-TZVPD, OMol25).

As for the HOMO energy: -9.260 eV. Its energy above the lowest of the compared OMol25 structures with the same formula, charge and spin is 36.8 kcal/mol. Its HOMO-LUMO gap is 9.93 eV. Its LUMO energy is 0.674 eV.

Geometry as XYZ:
```
9
Properties=species:S:1:pos:R:3:forces:R:3
N -1.066 1.077 -1.144 -1.89 -1.35 0.49
N -1.422 -0.117 -1.300 0.03 1.31 0.73
O 3.209 0.027 1.642 -1.51 0.33 0.41
P 2.289 -0.288 0.347 -0.49 -1.86 2.21
Cl 2.087 1.408 -0.617 0.48 2.10 -0.96
Cl 3.724 -1.204 -0.695 0.92 -0.66 -1.18
H -0.070 1.182 -1.305 0.24 -0.46 -0.64
H 4.152 0.064 1.577 0.98 0.13 -0.38
H -2.444 -0.207 -0.989 1.25 0.47 -0.68
```
Forces are in eV/Å.


[9]
# Cl2H3N2OP

One molecule with the formula Cl2H3N2OP in a non-equilibrium geometry (ωB97M-V/def2-TZVPD, OMol25).

As for the HOMO energy: -9.859 eV. Its energy above the lowest of the compared OMol25 structures with the same formula, charge and spin is 4.6 kcal/mol. Its HOMO-LUMO gap is 10.24 eV. Its LUMO energy is 0.378 eV.

Geometry as XYZ:
```
9
Properties=species:S:1:pos:R:3:forces:R:3
N -1.571 -0.390 -0.042 0.21 0.24 -1.76
N -0.494 0.374 -0.646 2.21 0.06 0.70
O 0.657 0.300 1.797 0.26 0.12 -0.30
P 0.937 0.300 0.363 -2.84 -0.90 -1.68
Cl 1.968 1.766 -0.412 0.82 0.61 -0.19
Cl 1.801 -1.424 -0.286 0.36 0.16 0.27
H -1.400 -1.392 0.037 0.49 0.09 -0.48
H -1.578 -0.062 0.895 -0.36 0.54 0.91
H -0.320 0.527 -1.705 -1.14 -0.92 2.54
```
Forces are in eV/Å.


[10]
# Cl2H4Si2

A 2-piece molecular cluster, Cl2H4Si2 overall in a non-equilibrium geometry (ωB97M-V/def2-TZVPD, OMol25).

As for the HOMO energy (alpha / beta): -7.859 / -7.786 eV. Its energy above the lowest of the compared OMol25 structures with the same formula, charge and spin is 72.9 kcal/mol. Its HOMO-LUMO gap (alpha / beta) is 7.03 / 6.90 eV. Its LUMO energy (alpha / beta) is -0.831 / -0.882 eV.

Geometry as XYZ:
```
8
Properties=species:S:1:pos:R:3:forces:R:3
Si 1.907 -0.014 0.351 -1.97 0.10 2.14
Si -1.770 -0.350 -0.764 1.94 -0.68 -1.13
Cl -1.557 1.557 -0.334 -0.03 1.99 0.75
Cl -2.329 -1.487 0.758 -0.81 -0.67 0.91
H 3.063 -0.458 -0.401 0.54 0.17 -0.10
H 1.424 1.409 0.475 0.62 -0.31 -0.64
H 1.813 -0.392 1.892 0.43 -0.07 -1.59
H -2.551 -0.265 -1.977 -0.71 -0.52 -0.34
```
Forces are in eV/Å.


[11]
# Cl2H4Si3

One molecule with the formula Cl2H4Si3 in a non-equilibrium geometry (ωB97M-V/def2-TZVPD, OMol25).

As for the HOMO energy (alpha / beta): -7.462 / -9.936 eV. Its energy above the lowest of the compared OMol25 structures with the same formula, charge and spin is 3.4 kcal/mol. The expectation value of S² is 2.005. Its HOMO-LUMO gap (alpha / beta) is 6.64 / 7.21 eV. The spin multiplicity is 3. Its LUMO energy (alpha / beta) is -0.825 / -2.728 eV.

Geometry as XYZ:
```
9
Properties=species:S:1:pos:R:3:forces:R:3
Si 0.605 1.364 -2.003 -2.32 0.60 0.39
Si -1.473 -1.781 0.594 0.61 1.73 2.02
Si -0.899 -0.195 -1.050 -1.38 -2.08 -1.87
Cl -2.857 0.262 -1.859 1.07 0.00 0.47
Cl -0.350 -2.063 -2.279 -0.16 1.36 0.48
H 0.550 2.675 -1.321 0.01 0.12 -0.15
H 1.707 0.640 -1.638 2.51 -1.06 0.34
H -1.770 -3.178 0.659 -0.08 -0.95 -0.95
H -0.756 -1.628 1.938 -0.26 0.29 -0.73
```
Forces are in eV/Å.


[12]
# Cl2HN3

A 2-piece molecular cluster, Cl2HN3 overall in a non-equilibrium geometry (ωB97M-V/def2-TZVPD, OMol25).

As for the HOMO energy (alpha / beta): -9.672 / -9.454 eV. Its energy above the lowest of the compared OMol25 structures with the same formula, charge and spin is 61.8 kcal/mol. Its HOMO-LUMO gap (alpha / beta) is 8.40 / 8.41 eV. Its LUMO energy (alpha / beta) is -1.268 / -1.039 eV.

Geometry as XYZ:
```
6
Properties=species:S:1:pos:R:3:forces:R:3
N 0.654 -0.658 0.953 -0.24 -0.41 1.53
N -1.647 -1.412 0.197 -0.19 -0.55 0.09
N 0.987 0.100 0.199 2.20 -0.70 -3.47
Cl -1.981 -0.017 -0.439 -0.60 0.22 -0.28
Cl 0.414 1.935 -0.191 -0.33 1.54 0.22
H 1.574 0.053 -0.720 -0.84 -0.11 1.91
```
Forces are in eV/Å.


[13]
# Cl2HNOS

One molecule with the formula Cl2HNOS in a non-equilibrium geometry (ωB97M-V/def2-TZVPD, OMol25).

As for the HOMO energy: -11.138 eV. Its energy above the lowest of the compared OMol25 structures with the same formula, charge and spin is 9.6 kcal/mol. Its HOMO-LUMO gap is 8.89 eV. Its LUMO energy is -2.252 eV.

Geometry as XYZ:
```
6
Properties=species:S:1:pos:R:3:forces:R:3
N -0.141 -0.104 -0.800 -3.05 0.55 1.59
O -2.439 -0.125 -1.669 -0.61 0.43 -0.46
S -1.671 0.011 -0.487 1.13 -1.97 -2.40
Cl -2.550 -1.663 0.595 0.89 1.36 0.14
Cl -2.394 1.677 0.435 0.50 -0.48 0.43
H 0.294 0.101 0.080 1.14 0.11 0.71
```
Forces are in eV/Å.


[14]
# Cl2HNOS

One molecule with the formula Cl2HNOS in a non-equilibrium geometry (ωB97M-V/def2-TZVPD, OMol25).

As for the HOMO energy: -10.222 eV. Its energy above the lowest of the compared OMol25 structures with the same formula, charge and spin is 38.1 kcal/mol. Its HOMO-LUMO gap is 8.06 eV. Its LUMO energy is -2.164 eV.

Geometry as XYZ:
```
6
Properties=species:S:1:pos:R:3:forces:R:3
N -0.707 1.259 -0.433 2.09 -3.47 2.09
O 1.679 0.312 -0.176 1.05 0.27 1.26
S 0.353 -0.085 0.102 -3.57 3.29 -3.64
Cl 0.052 -1.144 1.841 0.11 0.52 -0.53
Cl 0.292 -1.661 -1.320 -0.68 0.24 0.87
H -1.668 1.319 -0.014 1.01 -0.85 -0.04
```
Forces are in eV/Å.


[15]
# Cl2HNS

One molecule with the formula Cl2HNS in a non-equilibrium geometry (ωB97M-V/def2-TZVPD, OMol25).

As for the HOMO energy (alpha / beta): -7.503 / -10.629 eV. Its energy above the lowest of the compared OMol25 structures with the same formula, charge and spin is 38.2 kcal/mol. The expectation value of S² is 2.017. Its HOMO-LUMO gap (alpha / beta) is 6.87 / 8.16 eV. The spin multiplicity is 3. Its LUMO energy (alpha / beta) is -0.633 / -2.466 eV.

Geometry as XYZ:
```
5
Properties=species:S:1:pos:R:3:forces:R:3
N -0.108 1.218 0.929 -0.89 -1.30 -0.48
S 0.648 0.278 -0.598 -0.89 2.90 1.83
Cl -0.826 -0.333 -1.736 -0.97 0.32 -0.38
Cl 1.143 -1.781 -0.075 1.04 -2.61 0.72
H -0.856 0.618 1.479 1.70 0.69 -1.70
```
Forces are in eV/Å.


[16]
# Cl2NO3P

One molecule with the formula Cl2NO3P in a non-equilibrium geometry (ωB97M-V/def2-TZVPD, OMol25).

As for the HOMO energy: -11.593 eV. Its energy above the lowest of the compared OMol25 structures with the same formula, charge and spin is 37.6 kcal/mol. Its HOMO-LUMO gap is 9.40 eV. Its LUMO energy is -2.191 eV.

Geometry as XYZ:
```
7
Properties=species:S:1:pos:R:3:forces:R:3
N -1.086 0.402 -0.331 1.46 -4.27 -2.34
O -1.421 1.375 0.193 -1.45 2.56 0.80
O -1.579 -0.314 -1.212 0.27 1.56 1.24
O 0.311 -0.298 1.865 0.19 -0.11 -0.05
P 0.484 -0.317 0.427 2.55 1.63 -0.98
Cl 1.037 -2.000 -0.474 -0.45 0.49 0.15
Cl 2.254 1.151 -0.469 -2.55 -1.86 1.17
```
Forces are in eV/Å.


[17]
# Cl2O2S

Cl2O2S as an isolated structure in a non-equilibrium geometry (ωB97M-V/def2-TZVPD, OMol25).

As for the HOMO energy (alpha / beta): -10.436 / -10.435 eV. Its energy above the lowest of the compared OMol25 structures with the same formula, charge and spin is 50.2 kcal/mol. Its HOMO-LUMO gap (alpha / beta) is 7.74 / 7.74 eV. Its LUMO energy (alpha / beta) is -2.697 / -2.698 eV.

Geometry as XYZ:
```
5
Properties=species:S:1:pos:R:3:forces:R:3
O 0.990 -1.025 0.845 -0.59 0.04 -0.59
O 0.485 0.789 -0.782 -0.31 -1.21 -0.86
S 0.349 -0.781 -0.414 -1.54 0.26 0.76
Cl 0.548 1.894 0.428 0.04 0.75 0.89
Cl -2.373 -0.877 -0.077 2.39 0.17 -0.19
```
Forces are in eV/Å.


[18]
# Cl2O3S

Cl2O3S as an isolated structure (ωB97M-V/def2-TZVPD, OMol25).

As for the HOMO energy: -11.758 eV. Its energy above the lowest of the compared OMol25 structures with the same formula, charge and spin is 0.0 kcal/mol. Its HOMO-LUMO gap is 10.78 eV. Its LUMO energy is -0.983 eV.

Geometry as XYZ:
```
6
Properties=species:S:1:pos:R:3:forces:R:3
O 0.202 0.972 1.227 0.00 -0.08 0.26
O 0.201 0.969 -1.228 0.00 -0.07 -0.28
O -0.593 -1.031 0.002 -0.01 -0.02 0.00
S 0.335 0.282 0.000 0.44 0.68 0.01
Cl -2.169 -0.453 0.000 -0.86 -0.26 0.00
Cl 2.023 -0.738 0.000 0.42 -0.27 0.00
```
Forces are in eV/Å.


[19]
# Cl3H5Si3

One molecule with the formula Cl3H5Si3 in a non-equilibrium geometry (ωB97M-V/def2-TZVPD, OMol25).

As for the HOMO energy: -9.761 eV. Its energy above the lowest of the compared OMol25 structures with the same formula, charge and spin is 25.5 kcal/mol. Its HOMO-LUMO gap is 9.37 eV. Its LUMO energy is -0.391 eV.

Geometry as XYZ:
```
11
Properties=species:S:1:pos:R:3:forces:R:3
Si 1.972 -0.593 0.361 0.81 -0.55 -0.94
Si 0.346 0.831 -0.458 -1.33 -0.66 -1.30
Si -2.163 0.106 0.002 1.40 -0.13 2.04
Cl 0.904 2.617 0.264 0.01 1.41 0.61
Cl -3.222 0.203 -1.651 -0.76 0.16 -1.82
Cl -2.069 -1.891 0.593 0.23 0.19 -0.15
H 3.464 -0.384 0.489 -0.46 0.43 -0.96
H 1.836 -0.709 1.747 -0.92 -0.39 1.81
H 1.672 -1.826 -0.390 0.16 -0.29 0.14
H 0.414 1.006 -1.991 -0.19 -0.32 0.97
H -3.153 0.641 1.033 1.05 0.15 -0.39
```
Forces are in eV/Å.


[20]
# Cl3H8LiO4

Cl3H8LiO4 as an isolated structure in a non-equilibrium geometry (ωB97M-V/def2-TZVPD, OMol25).

As for the HOMO energy: -1.106 eV. Its HOMO-LUMO gap is 6.44 eV. Its LUMO energy is 5.333 eV. Its total charge is -2.

Geometry as XYZ:
```
16
Properties=species:S:1:pos:R:3:forces:R:3
Li 0.535 0.491 0.250 -0.06 0.12 1.35
Cl 0.609 -1.351 -0.138 4.57 -4.91 -2.41
Cl -0.260 0.790 2.040 -1.35 1.46 2.87
Cl 1.780 1.668 -0.418 3.89 3.01 -1.52
O -1.805 -0.959 0.167 -5.65 -1.00 0.59
H -1.860 -0.150 0.675 -0.04 -0.47 0.40
H -0.875 -1.051 -0.040 -0.43 -0.19 -0.04
O 1.533 -1.286 2.349 1.30 -0.60 2.62
H 1.892 -2.158 2.186 0.01 -0.14 -0.34
H 1.504 -0.873 1.485 -0.08 -0.09 -0.21
O -0.801 1.004 -0.554 -3.06 3.11 -1.40
H -1.115 1.255 -1.423 -0.02 0.92 0.35
H -1.319 1.535 0.051 0.07 0.22 0.70
O 0.160 0.178 -2.540 -0.58 -0.27 -2.80
H -0.712 0.257 -2.154 0.61 -1.51 -0.66
H 0.734 0.648 -1.935 0.82 0.35 0.49
```
Forces are in eV/Å.